The following is a quantum chemistry calculation of a single C22H43I2O7PS molecule, from the Open Molecules 2025 dataset.

Structure (XYZ):
```
76
Properties=species:S:1:pos:R:3
C 3.24 0.02 -2.55
C -2.38 -1.19 3.50
H 4.27 -1.65 -1.71
H 0.95 -0.36 -1.47
C 3.70 -0.79 -1.34
H -1.35 1.54 4.92
H 5.49 0.46 -1.09
C 2.55 -1.30 -0.44
H 2.94 -1.39 0.57
I -2.27 -2.18 5.45
C -0.83 0.18 0.94
C -0.95 -0.57 3.34
C -1.53 1.86 2.73
H -4.73 -0.43 5.33
H -1.76 1.99 0.25
H -5.70 -0.18 3.91
H 2.27 -2.31 -0.76
O -0.09 -2.30 -5.54
H 2.66 -0.16 2.73
C 0.50 -1.03 -5.41
C -0.64 0.64 2.41
H -2.57 2.73 4.40
O 1.18 2.71 2.39
H 1.41 0.14 4.55
C 0.33 1.24 -4.32
S 0.20 -1.94 2.93
H -2.09 1.63 -3.33
H 0.40 -0.66 -3.32
H -0.60 -0.30 4.33
H -0.50 -3.57 -3.97
H -1.80 2.81 -2.09
H 1.63 0.61 -0.15
H 5.05 -0.55 0.32
O 2.19 0.40 2.11
C -3.61 -0.28 3.48
H 1.59 -1.14 -5.30
H -3.39 0.74 3.78
H 4.11 0.87 -0.03
H -1.80 -0.33 0.95
H 0.33 -0.49 -6.34
H 0.77 -4.11 -5.08
C -1.51 0.79 -1.45
H -0.10 1.89 -0.20
H 4.11 0.31 -3.15
H -2.54 1.66 2.36
H 1.11 -2.84 -3.92
H -2.52 -1.98 2.76
H 2.58 -0.54 -3.21
H -1.18 2.69 2.13
C -0.05 -0.24 -4.22
I -4.36 -0.09 1.43
C -0.02 2.10 -3.10
C 1.32 -0.39 -0.45
C 0.34 -3.24 -4.58
H -1.04 -0.13 -1.76
C 0.16 -0.89 0.43
O -0.46 -3.20 3.01
O 0.71 -1.76 1.46
H -0.87 3.12 4.34
C -4.84 -0.72 4.29
P 1.06 1.30 2.79
C -1.00 1.29 -0.09
H 1.41 1.28 -4.48
O 1.30 1.09 4.36
O 1.33 -1.72 3.80
C 4.67 0.06 -0.50
H -5.05 -1.77 4.18
H -0.43 -1.54 -0.22
H -2.57 0.55 -1.32
C -1.41 1.89 -2.51
H -0.15 1.66 -5.21
H -1.13 -0.41 -4.19
C -1.59 2.32 4.19
H 0.77 2.02 -2.35
H 2.76 0.94 -2.24
H 0.02 3.14 -3.45
```

Summary:
**LUMO**: -0.01274 hartree
**Calculated total energy**: -2725.736084 hartree
**Structure (SMILES)**: CC[C@@]1(P(=O)(O)O)[C@@H]([C@@H](I)[C@H](C)I)S(=O)(=O)O[C@H](CCC(C)C)[C@@H]1CCCCCCCOC
**Molecular weight**: 736.43 g mol⁻¹
**HOMO-LUMO gap**: 9.3132 eV

=====

The following is a quantum chemistry calculation of a single C7H11N3O3 molecule at a distorted geometry, from the Open Molecules 2025 dataset.

Structure (XYZ):
```
24
Properties=species:S:1:pos:R:3
H -3.02 0.75 0.52
H -1.01 -0.74 2.20
H 3.79 0.06 -0.04
H -0.60 -2.02 1.03
H -1.79 1.60 1.29
H -1.88 1.94 -0.46
O 2.49 -2.01 1.27
N 0.91 1.66 -0.38
O 0.94 -2.43 -0.17
C -1.92 1.11 0.29
N 0.44 0.40 -0.16
H 0.20 2.47 -0.31
C 2.72 0.42 -0.16
C 2.25 1.76 -0.50
N 1.68 -1.67 0.38
H -2.40 -0.86 -1.51
H -0.75 -1.61 -1.37
H -0.83 0.00 -2.07
O 2.80 2.78 -0.82
H -2.21 -1.46 1.07
C -1.35 -0.66 -1.34
C -1.13 -1.09 1.11
C 1.62 -0.33 0.08
C -0.95 -0.06 0.03
```

Summary:
**Relative energy (zero: lowest compared OMol25 entry of this formula, charge and spin)**: 5.980 eV
**LUMO**: -0.03439 hartree
**Calculated total energy**: -663.139279 hartree
**Structure (SMILES)**: CC(C)(C)n1[nH]c(=O)cc1[N+](=O)[O-]
**Molecular weight**: 185.18 g mol⁻¹
**HOMO-LUMO gap**: 7.6191 eV

=====

The following is a quantum chemistry calculation of C14H37BrMnN3O4 as an isolated structure at a distorted geometry, from the Open Molecules 2025 dataset.

Structure (XYZ):
```
60
Properties=species:S:1:pos:R:3
H 1.48 3.71 2.79
H -2.97 -2.37 2.75
H 0.02 -2.31 -3.52
H 2.96 2.52 0.05
H 2.21 -1.21 -4.10
H 3.57 -1.84 -3.13
H 3.79 0.94 -1.48
H -4.11 -0.44 0.72
H -1.04 -3.69 -3.20
C 0.33 -2.94 -0.93
Br 0.30 0.00 3.14
H 1.91 -2.54 1.86
Mn -0.42 -0.08 0.76
O 0.28 3.96 1.14
C 1.96 2.34 0.49
H 1.51 5.34 2.01
O 2.39 -0.39 -2.26
H -1.75 -2.44 -1.03
H 4.15 -0.74 -1.13
H -3.81 3.15 1.39
H -3.83 -0.39 2.47
C 2.59 0.07 0.06
H -1.77 -2.15 -3.48
H -4.79 2.01 2.28
H -2.41 1.45 2.42
C -4.12 2.10 1.42
H 0.10 4.77 2.95
C -3.37 -0.22 1.49
H 3.33 0.45 0.77
H -3.18 -2.90 1.00
H 1.02 -4.06 1.66
H 1.41 1.17 -1.07
H 1.23 -2.82 -1.57
N -1.93 1.49 0.37
C -2.92 1.21 1.49
H -1.59 -2.92 1.82
O 0.48 -2.50 0.40
C 0.90 4.47 2.28
H -1.47 -0.37 -1.93
C 3.01 -0.95 -3.40
C -0.90 -2.63 -3.03
C 1.19 3.58 0.17
H 0.15 -0.47 -2.04
H 0.12 -4.03 -0.98
N -0.65 -0.71 -1.45
H 2.28 -3.55 0.45
H 1.89 4.42 0.06
H 2.13 2.25 1.56
H -4.72 1.94 0.51
C 1.49 -3.23 1.14
O -2.25 -1.09 1.32
H 0.63 3.45 -0.75
H 2.24 -0.91 0.35
N 1.45 1.04 -0.06
C -2.55 -2.41 1.74
H -2.46 1.51 -0.51
H 3.68 -0.23 -3.87
H -1.66 2.48 0.47
C 3.31 -0.03 -1.25
C -0.82 -2.24 -1.57
```

Summary:
**Relative energy (zero: lowest compared OMol25 entry of this formula, charge and spin)**: 0.000 eV
**Total charge**: +1
**LUMO (alpha / beta)**: -0.08472 / -0.08511 hartree
**Calculated total energy**: -4745.713162 hartree
**Molecular weight**: 446.31 g mol⁻¹
**Multiplicity**: 6
**HOMO-LUMO gap (alpha / beta)**: 8.6997 / 9.1733 eV

=====

The following is a quantum chemistry calculation of C27H20AsN9O3SSr as an isolated structure, from the Open Molecules 2025 dataset.

Structure (XYZ):
```
62
Properties=species:S:1:pos:R:3
H -3.07 0.30 0.91
H 1.05 0.36 2.04
C 5.26 -0.54 -0.90
N -1.97 2.42 -1.38
H -2.81 -0.89 -1.97
H -2.40 -3.19 1.61
C 1.48 -3.82 2.49
H 0.57 2.14 3.69
C 0.41 -3.79 -0.06
C -1.00 5.25 -1.06
C 4.09 0.18 -1.11
H -3.55 2.09 2.51
C 0.28 -2.68 0.76
C -3.21 -1.62 -1.29
H 0.00 -3.76 -1.07
C -4.25 -3.43 0.56
N -2.00 4.79 -1.92
H 5.38 2.56 -3.13
H 2.15 -5.80 2.02
C -2.47 -1.99 -0.18
S 2.73 2.30 -2.42
O 2.13 0.43 0.27
H -2.66 5.50 -2.17
C -1.53 2.20 3.24
C 0.04 0.67 2.22
C 4.11 1.32 -1.94
H -5.99 -3.47 -0.70
C -2.29 0.65 1.56
C -2.55 1.68 2.46
C -0.24 1.70 3.12
H 5.19 -1.44 -0.29
As -0.73 -1.19 0.05
O -0.29 -0.47 -1.36
H 1.90 -3.83 3.49
C -2.58 3.53 -1.79
C -2.99 -2.89 0.75
N -4.04 2.01 -1.87
H 0.71 -1.82 2.68
N -3.86 3.33 -2.10
C 6.52 0.97 -2.24
Sr 0.50 2.00 -0.62
N 0.62 5.38 0.29
O 2.73 -1.61 -0.39
H -5.07 -1.86 -2.33
H 7.45 1.30 -2.68
C 2.88 -0.38 -0.39
C 1.62 -4.92 1.67
N -0.14 4.49 -0.40
H -4.65 -4.13 1.28
N 0.22 6.57 0.02
C 0.81 -2.69 2.04
N -2.94 1.48 -1.44
C -4.48 -2.16 -1.47
C -0.99 0.14 1.44
C 1.08 -4.91 0.39
H 1.20 -5.76 -0.27
H -1.73 3.02 3.92
N -0.82 6.54 -0.84
C 6.48 -0.16 -1.43
H 7.38 -0.74 -1.24
C 5.36 1.68 -2.49
C -5.00 -3.06 -0.55
```

Summary:
**Relative energy (zero: lowest compared OMol25 entry of this formula, charge and spin)**: 0.098 eV
**Total charge**: -2
**LUMO**: 0.14967 hartree
**Calculated total energy**: -4424.273670 hartree
**Molecular weight**: 713.13 g mol⁻¹
**HOMO-LUMO gap**: 5.7392 eV

=====

The following is a quantum chemistry calculation of an isolated ion of composition C5H13N2O and charge +2 at a distorted geometry, from the Open Molecules 2025 dataset.

Structure (XYZ):
```
21
Properties=species:S:1:pos:R:3
H 0.17 2.60 1.65
H -1.70 1.18 -1.27
H 1.10 -0.96 1.07
N -1.63 -2.00 1.06
C -0.02 0.85 0.31
H 1.21 -0.41 -1.72
H -0.85 0.76 1.06
H 1.14 2.70 0.15
H -0.15 0.89 -2.00
H -0.58 2.37 -1.30
O -0.97 -2.17 -1.09
H -2.40 -2.61 0.98
H -1.40 -1.67 2.03
H 1.18 -2.08 -1.22
C -0.63 1.30 -1.04
H 2.27 -1.07 -0.67
N 1.33 -1.09 -0.89
H 1.49 1.61 1.67
C 0.78 2.06 0.98
C -0.81 -1.60 0.00
C 0.49 -0.67 0.25
```

Summary:
**Relative energy (zero: lowest compared OMol25 entry of this formula, charge and spin)**: 3.374 eV
**Total charge**: +2
**LUMO (alpha / beta)**: -0.33393 / -0.51698 hartree
**Calculated total energy**: -382.266379 hartree
**Molecular weight**: 117.17 g mol⁻¹
**Multiplicity**: 2
**HOMO-LUMO gap (alpha / beta)**: 10.2798 / 5.2069 eV

=====

The following is a quantum chemistry calculation of C21H30N2OP2Y as an isolated structure at a distorted geometry, from the Open Molecules 2025 dataset.

Structure (XYZ):
```
57
Properties=species:S:1:pos:R:3
C 0.59 3.79 -2.98
H 2.10 -1.50 5.69
H -1.44 0.73 1.68
N 0.22 0.41 -1.53
C 2.38 0.47 -2.59
C 2.33 -1.34 4.63
H -2.81 2.94 2.16
H -1.90 -3.14 1.80
C -1.44 2.13 -1.92
H 2.51 -2.33 4.19
C -0.11 1.64 -2.07
H -3.95 0.02 2.04
C 1.15 -3.18 1.20
C 3.63 -0.18 -2.73
C -2.76 2.85 1.06
H -0.01 -0.81 5.60
H 2.15 -2.78 0.97
H -1.50 -4.22 0.44
C -2.49 1.25 -1.28
H 1.92 1.70 0.34
C 1.31 -0.28 -2.02
H 1.09 -4.20 0.78
H 2.77 -3.34 -1.80
C 3.77 -1.51 -2.40
Y 0.46 0.48 0.80
H -3.73 -0.84 0.49
C -3.82 0.15 0.96
H -2.43 0.23 -1.69
H -3.50 1.66 -1.47
H 4.74 -2.00 -2.49
H 2.96 2.42 -3.30
H -2.02 3.55 0.67
C -0.69 4.29 -2.76
P -2.38 1.16 0.58
H -3.75 3.07 0.63
H -2.72 3.83 -2.15
C 0.90 2.43 -2.69
C 1.20 -0.64 3.95
H 1.37 4.41 -3.41
H -4.70 0.66 0.56
H 4.46 0.42 -3.12
N 0.07 -0.49 4.65
O 1.26 -0.18 2.75
H -0.73 -0.04 4.21
C 2.65 -2.28 -2.00
H 3.25 -0.72 4.57
H 0.38 -3.57 -1.44
H -0.92 5.33 -2.98
C 1.41 -1.68 -1.83
C 2.16 1.83 -2.86
C -1.70 3.45 -2.27
P -0.15 -2.17 0.45
H -0.68 -2.22 -1.90
H 1.02 -3.24 2.28
C 0.22 -2.49 -1.33
H -2.48 -2.77 0.14
C -1.64 -3.17 0.73
```

Summary:
**Total charge**: +1
**LUMO**: -0.13527 hartree
**Calculated total energy**: -1723.752558 hartree
**Molecular weight**: 477.34 g mol⁻¹
**HOMO-LUMO gap**: 3.9355 eV

=====

The following is a quantum chemistry calculation of a 3-piece molecular cluster, C18H40N2O3 overall at a distorted geometry, from the Open Molecules 2025 dataset.

Structure (XYZ):
```
63
Properties=species:S:1:pos:R:3
O -5.34 0.63 0.51
H -4.34 -0.42 -2.03
O 2.26 -0.29 0.97
N -4.01 0.94 0.13
C 4.36 -1.38 1.14
H -4.99 3.14 -2.29
H 5.51 -2.20 -1.45
C 5.16 -2.58 0.63
H 4.49 0.78 0.87
H -4.45 0.87 -3.18
H -3.36 2.99 2.82
H 4.30 -0.28 -1.66
H -2.55 0.69 3.15
N 3.03 -1.40 0.53
H -2.88 -0.57 1.93
H 3.43 -2.26 2.90
C -1.79 1.75 0.80
C -3.20 0.39 2.33
C 4.97 -2.93 -0.84
H -3.96 3.73 -0.96
C -4.71 0.60 -2.16
H 6.22 -2.33 0.77
C 3.51 -2.95 -1.24
H 2.69 0.39 -1.58
C 4.18 -1.51 2.65
H -1.86 3.41 -0.56
H 3.07 -0.77 -2.85
C -3.99 1.54 -1.21
H -4.20 0.22 2.75
C -1.64 2.34 -0.61
H -1.48 -1.14 -0.34
H -5.79 0.64 -2.06
H 1.84 -0.61 1.77
H -5.51 3.01 -0.63
H -3.73 3.61 1.20
H -2.13 0.62 -1.78
H 5.13 -1.82 3.11
H 5.68 -0.10 -0.09
C 1.29 -1.86 -1.11
H 0.92 -2.71 -0.52
H -1.17 0.85 0.90
H -2.46 2.14 -2.59
C -2.53 1.63 -1.63
C 3.25 -0.52 -1.81
H -3.00 -1.11 -0.26
C 2.79 -1.66 -0.87
C -3.24 1.47 1.26
C -3.83 2.76 1.87
C -4.63 2.94 -1.28
H 0.74 -0.97 -0.82
H 3.41 -3.08 -2.32
H -1.39 2.51 1.48
H -4.91 2.64 2.04
H 5.89 0.05 1.65
H -0.60 2.23 -0.90
C 5.15 -0.08 0.86
O -2.26 -1.68 -0.49
H 2.99 -3.79 -0.76
H 4.98 -3.44 1.28
H 1.13 -2.10 -2.16
H 3.92 -0.56 3.11
H -5.80 1.47 0.65
H 5.47 -3.88 -1.05
```

Summary:
**Relative energy (zero: lowest compared OMol25 entry of this formula, charge and spin)**: 0.116 eV
**LUMO**: 0.02274 hartree
**Calculated total energy**: -1044.993306 hartree
**Structure (SMILES)**: CC1(C)CCCC(C)(C)N1O.CC1(C)CCCC(C)(C)N1O.O
**Molecular weight**: 332.53 g mol⁻¹
**HOMO-LUMO gap**: 8.9485 eV

=====

The following is a quantum chemistry calculation of an isolated ion of composition C7H16N and charge +1 at a distorted geometry, from the Open Molecules 2025 dataset.

Structure (XYZ):
```
24
Properties=species:S:1:pos:R:3
H -1.38 -2.31 0.55
H -2.31 -0.52 0.07
C -0.69 -2.25 -0.25
H 0.70 3.54 0.02
C -1.71 0.45 -0.14
H 2.23 -2.06 0.10
H 2.19 -0.56 -0.69
C 0.58 1.49 -0.46
C 0.31 -1.15 -0.06
N 0.19 -0.41 1.26
H -1.23 -2.22 -1.20
C 0.14 2.74 0.35
H -1.98 1.16 0.62
H -1.76 0.88 -1.14
H 0.25 1.74 -1.48
H -0.17 -3.26 -0.23
H -0.93 2.86 0.29
C -0.20 0.26 -0.07
H 0.34 2.48 1.37
C 1.68 -1.46 -0.47
H 1.63 -1.80 -1.43
H -0.68 -0.76 1.83
H 1.69 1.37 -0.40
H 1.13 -0.21 1.56
```

Summary:
**Relative energy (zero: lowest compared OMol25 entry of this formula, charge and spin)**: 1.659 eV
**Total charge**: +1
**LUMO**: -0.11151 hartree
**Calculated total energy**: -330.767633 hartree
**Structure (SMILES)**: CC[C@]1(C)[NH2+]C1(C)C
**Molecular weight**: 114.21 g mol⁻¹
**HOMO-LUMO gap**: 12.4073 eV

=====

Q: Which value of molecular weight does entry 7 give?
A: 332.53 g mol⁻¹

=====

Q: Which value of molecular weight does entry 8 give?
A: 114.21 g mol⁻¹

=====

Q: molecular weight of number 8 (C7H16N)?
A: 114.21 g mol⁻¹